49
Properties=species:S:1:pos:R:3 method="wB97M-V/def2-TZVPD" homo_energy_ev="-2.14 / -10.84" total_charge=0 orbital_gap_ha="0.0877 / 0.4004" de_lowest_ev=1.014 energy_ha=-1223.40657 multiplicity=2
O -0.21 -4.87 1.78
H 0.67 -4.49 1.48
H -0.24 -5.48 2.51
O 3.31 2.01 -2.87
H -1.09 1.76 0.67
H -2.58 -2.14 3.28
O -0.60 1.23 1.30
H 1.08 -1.20 -0.49
H -5.64 -1.27 -0.40
O -0.04 -1.98 1.69
H -0.92 -1.44 1.71
H -3.41 0.37 -0.51
O 1.65 -2.23 -0.49
H 3.72 2.46 -3.59
H 2.51 -1.87 -0.78
O -0.45 5.33 -2.10
H 0.04 4.81 -2.73
H -5.56 -0.47 -1.65
O 1.85 1.28 -0.65
H 3.38 2.63 4.35
H 2.79 1.24 -0.41
O 2.64 -0.66 -2.31
H -0.73 -1.16 -0.36
H 2.55 0.24 -2.08
O -5.04 -1.12 -1.14
H -0.52 -2.83 1.63
O -2.67 -1.87 2.37
H 1.54 -4.02 3.48
H -3.46 -1.43 2.07
O 2.10 -3.72 2.77
H 2.06 -2.74 2.79
H -1.90 0.12 -4.93
O -0.25 3.56 0.24
H -1.19 0.79 1.91
H -2.06 0.00 -3.38
O -3.06 1.18 -0.08
H -2.83 1.97 -0.55
H -0.60 4.35 -0.25
O -1.51 0.29 -4.09
H 0.69 3.79 0.42
H -1.38 5.32 -2.43
O -0.15 -0.43 -0.58
H 1.55 -2.65 0.36
H -0.20 0.29 0.20
O 2.80 1.93 4.05
H 2.20 -0.90 -3.12
H 2.53 1.51 -3.00
H 1.59 2.07 -0.16
H 2.69 1.36 4.83